(1)
{"formula": "C3H11NP2", "method": "ωB97M-V/def2-TZVPD", "gap_ev": [6.2, 6.2], "fmax_ev_per_a": 5.66, "e_above_lowest_kj_mol": 162.9, "lumo_energy_ev": [-0.8784, -0.8813], "energy_ev": -23353.09916, "symbols": ["P", "P", "N", "C", "C", "C", "H", "H", "H", "H", "H", "H", "H", "H", "H", "H", "H"], "xyz": [[1.611, -0.091, -1.290], [0.223, -1.785, 1.482], [-0.170, -0.646, 0.347], [-0.129, 1.820, -2.419], [0.875, 1.527, -1.282], [-1.191, -2.022, 2.680], [-0.957, -0.868, -0.394], [1.783, 2.289, -1.399], [2.539, -0.061, -0.251], [-0.545, 2.834, -2.390], [-1.031, 0.999, -2.235], [-1.412, -1.278, 3.451], [-1.989, -2.059, 1.937], [1.004, -0.936, 2.197], [0.372, 1.667, -0.331], [0.341, 1.681, -3.290], [-1.323, -3.069, 3.187]], "forces_ev_per_a": [[-2.46, -2.21, 1.06], [0.82, -3.09, 0.56], [-1.25, 2.12, -4.54], [-3.20, -2.04, 4.20], [1.39, 3.04, -0.35], [-0.90, -1.44, 0.16], [2.08, 0.05, 2.08], [-1.70, -1.33, 0.50], [0.13, 0.51, 0.50], [0.09, -0.34, 0.27], [2.08, 2.23, -0.95], [0.14, 0.15, -0.39], [-0.59, 0.29, 0.23], [0.76, 0.79, 0.99], [0.29, 0.21, 0.32], [1.33, -0.72, -3.60], [1.01, 1.78, -1.04]]}

***

(2)
{"formula": "C3H11NS", "method": "ωB97M-V/def2-TZVPD", "gap_ev": 9.3, "fmax_ev_per_a": 5.27, "e_above_lowest_kj_mol": 200.5, "lumo_energy_ev": 0.9594, "energy_ev": -15612.67272, "symbols": ["S", "N", "C", "C", "C", "H", "H", "H", "H", "H", "H", "H", "H", "H", "H", "H"], "xyz": [[-1.692, 1.283, 1.735], [1.564, 0.496, -1.612], [-1.922, -0.388, 0.644], [1.109, -0.682, -2.187], [-0.203, 0.700, 2.577], [-0.058, 1.221, 3.540], [0.689, 0.710, 1.938], [2.581, 0.438, -1.594], [-1.653, -1.131, 1.414], [1.200, -1.481, -1.443], [0.030, -0.525, -2.277], [1.380, 1.395, -2.278], [1.563, -1.046, -3.132], [-2.859, 0.011, 0.147], [-1.263, -0.561, -0.177], [-0.466, -0.443, 2.703]], "forces_ev_per_a": [[0.56, -1.68, -1.50], [1.62, 4.85, -1.29], [-0.34, 3.35, 0.93], [-1.87, -2.01, -0.53], [-0.55, -2.29, 0.05], [-0.03, -0.41, -0.51], [-0.24, 0.37, 0.23], [-0.05, 0.40, 0.34], [-1.66, -0.14, -0.50], [0.13, -0.13, -0.15], [-0.03, -0.58, -0.62], [0.44, -2.88, 2.03], [-0.26, 0.33, 0.24], [0.27, -1.92, 1.15], [1.08, 0.57, -0.40], [0.92, 2.18, 0.53]]}

***

(3)
{"formula": "C3H11NS2", "method": "ωB97M-V/def2-TZVPD", "gap_ev": 8.8, "fmax_ev_per_a": 2.39, "e_above_lowest_kj_mol": 125.3, "lumo_energy_ev": 0.5728, "energy_ev": -26448.66210, "symbols": ["S", "S", "N", "C", "C", "C", "H", "H", "H", "H", "H", "H", "H", "H", "H", "H", "H"], "xyz": [[2.757, -1.183, 0.828], [2.993, -0.571, -1.148], [-1.064, 0.213, -0.083], [2.219, 0.590, 1.500], [-1.868, 1.108, -0.919], [-1.585, -1.157, -0.214], [-1.687, 2.115, -0.524], [2.555, 1.308, 0.771], [-2.695, -1.353, -0.349], [-1.083, 0.440, 0.904], [2.494, -1.642, -1.824], [-1.419, -1.691, 0.712], [2.643, 0.736, 2.518], [-2.946, 1.065, -0.819], [1.156, 0.563, 1.607], [-1.015, -1.645, -1.015], [-1.455, 1.100, -1.944]], "forces_ev_per_a": [[-0.38, 1.87, 0.53], [0.16, -0.31, -0.32], [-1.54, -1.00, -0.24], [0.74, -2.06, 0.48], [1.53, 1.65, 0.81], [0.00, -0.71, 0.05], [0.29, 0.16, -0.33], [0.09, 0.23, -0.01], [0.95, 0.95, -0.31], [-0.31, 0.45, -0.23], [-0.09, 0.33, 0.52], [0.58, -0.28, 0.22], [0.11, -0.17, -0.92], [-0.37, -0.85, -0.40], [-0.62, 0.12, -0.30], [-0.42, -0.17, 0.12], [-0.72, -0.19, 0.33]]}

***

(4)
{"formula": "C3H11NS2", "method": "ωB97M-V/def2-TZVPD", "gap_ev": 8.5, "fmax_ev_per_a": 1.80, "e_above_lowest_kj_mol": 105.2, "lumo_energy_ev": 0.6431, "energy_ev": -26448.87045, "symbols": ["S", "S", "N", "C", "C", "C", "H", "H", "H", "H", "H", "H", "H", "H", "H", "H", "H"], "xyz": [[-0.982, -0.619, -1.227], [-1.855, 0.636, 0.227], [2.009, -0.425, 0.184], [-1.556, -0.190, 1.837], [2.489, -0.019, -1.132], [2.190, 0.721, 1.092], [2.479, -0.832, -1.862], [-2.312, 0.199, 2.521], [1.400, 1.464, 0.924], [-0.535, 0.015, 2.128], [3.553, 0.267, -1.050], [2.479, -1.220, 0.594], [-0.812, 0.317, -2.194], [1.888, 0.369, 2.086], [1.854, 0.768, -1.535], [-1.853, -1.230, 1.769], [3.212, 1.101, 1.040]], "forces_ev_per_a": [[-0.22, -0.14, 0.03], [-0.39, 0.28, -0.02], [-0.31, 1.09, 0.19], [-0.40, 0.03, -0.95], [0.69, -1.12, 0.20], [-1.32, -1.18, 0.36], [-0.26, -0.15, 0.18], [0.30, 0.56, -0.07], [0.55, 0.25, -0.58], [0.02, -0.38, 0.39], [-0.25, 0.51, -0.33], [0.25, -0.07, -0.47], [-0.08, -0.02, 0.56], [0.73, 0.04, 0.17], [0.19, 0.20, 0.16], [0.59, -0.34, -0.12], [-0.09, 0.42, 0.30]]}

***

Copy entry 2 word for word.
{"formula": "C3H11NS", "method": "ωB97M-V/def2-TZVPD", "gap_ev": 9.3, "fmax_ev_per_a": 5.27, "e_above_lowest_kj_mol": 200.5, "lumo_energy_ev": 0.9594, "energy_ev": -15612.67272, "symbols": ["S", "N", "C", "C", "C", "H", "H", "H", "H", "H", "H", "H", "H", "H", "H", "H"], "xyz": [[-1.692, 1.283, 1.735], [1.564, 0.496, -1.612], [-1.922, -0.388, 0.644], [1.109, -0.682, -2.187], [-0.203, 0.700, 2.577], [-0.058, 1.221, 3.540], [0.689, 0.710, 1.938], [2.581, 0.438, -1.594], [-1.653, -1.131, 1.414], [1.200, -1.481, -1.443], [0.030, -0.525, -2.277], [1.380, 1.395, -2.278], [1.563, -1.046, -3.132], [-2.859, 0.011, 0.147], [-1.263, -0.561, -0.177], [-0.466, -0.443, 2.703]], "forces_ev_per_a": [[0.56, -1.68, -1.50], [1.62, 4.85, -1.29], [-0.34, 3.35, 0.93], [-1.87, -2.01, -0.53], [-0.55, -2.29, 0.05], [-0.03, -0.41, -0.51], [-0.24, 0.37, 0.23], [-0.05, 0.40, 0.34], [-1.66, -0.14, -0.50], [0.13, -0.13, -0.15], [-0.03, -0.58, -0.62], [0.44, -2.88, 2.03], [-0.26, 0.33, 0.24], [0.27, -1.92, 1.15], [1.08, 0.57, -0.40], [0.92, 2.18, 0.53]]}

***

Copy entry 2 word for word.
{"formula": "C3H11NS", "method": "ωB97M-V/def2-TZVPD", "gap_ev": 9.3, "fmax_ev_per_a": 5.27, "e_above_lowest_kj_mol": 200.5, "lumo_energy_ev": 0.9594, "energy_ev": -15612.67272, "symbols": ["S", "N", "C", "C", "C", "H", "H", "H", "H", "H", "H", "H", "H", "H", "H", "H"], "xyz": [[-1.692, 1.283, 1.735], [1.564, 0.496, -1.612], [-1.922, -0.388, 0.644], [1.109, -0.682, -2.187], [-0.203, 0.700, 2.577], [-0.058, 1.221, 3.540], [0.689, 0.710, 1.938], [2.581, 0.438, -1.594], [-1.653, -1.131, 1.414], [1.200, -1.481, -1.443], [0.030, -0.525, -2.277], [1.380, 1.395, -2.278], [1.563, -1.046, -3.132], [-2.859, 0.011, 0.147], [-1.263, -0.561, -0.177], [-0.466, -0.443, 2.703]], "forces_ev_per_a": [[0.56, -1.68, -1.50], [1.62, 4.85, -1.29], [-0.34, 3.35, 0.93], [-1.87, -2.01, -0.53], [-0.55, -2.29, 0.05], [-0.03, -0.41, -0.51], [-0.24, 0.37, 0.23], [-0.05, 0.40, 0.34], [-1.66, -0.14, -0.50], [0.13, -0.13, -0.15], [-0.03, -0.58, -0.62], [0.44, -2.88, 2.03], [-0.26, 0.33, 0.24], [0.27, -1.92, 1.15], [1.08, 0.57, -0.40], [0.92, 2.18, 0.53]]}